1.
# C2H5NO2

One molecule with the formula C2H5NO2 in a non-equilibrium geometry (ωB97M-V/def2-TZVPD, the OMol25 dataset).

Each line ends with the natural charge from an NBO analysis.
Atoms and positions in Å:
O1 -0.5133 1.3427 -0.9929  -0.5945
C1 -0.2339 0.6329 -0.0396  0.7785
O2 -0.9180 0.5822 1.1607  -0.6811
C2 0.9754 -0.4155 -0.2655  -0.3074
N1 0.6706 -1.9032 0.1233  -0.8624
H1 -1.4566 1.5476 1.1497  0.4992
H2 1.6870 0.2488 0.2758  0.2183
H3 1.1027 -0.4303 -1.3138  0.2079
H4 -0.3249 -2.1873 -0.0639  0.3737
H5 1.2993 -2.5599 -0.4223  0.3677

Results
- ΔE to the lowest compared entry with this formula, charge and spin (kcal per mole) = 41.3
- SMILES string = NCC(=O)O
- E_HOMO (Ha) = -0.352
- 2S+1 = 1
- max |F| (eV Å⁻¹) = 4.5
- total energy (Eh) = -284.40147
- LUMO level (Ha) = 0.0213

=====

2.
# C2H6F2Si

A 2-piece molecular cluster, C2H6F2Si overall in a non-equilibrium geometry (ωB97M-V/def2-TZVPD, the OMol25 dataset).

Each line ends with the natural charge from an NBO analysis.
Atoms and positions in Å:
C1 0.7695 -0.6005 1.4972  -1.1821
C2 -0.2758 0.8180 -1.5158  -1.1837
F1 -2.0265 0.8654 1.1893  -0.7790
F2 -0.5678 -1.9447 -0.6810  -0.6498
Si1 -0.2437 -0.4845 -0.0967  2.1362
H1 1.3021 -1.5794 1.7152  0.2724
H2 1.7195 0.0612 1.3947  0.2695
H3 -0.0079 -0.3287 2.1332  0.2928
H4 -1.2772 1.2678 -1.6162  0.2964
H5 0.6046 1.4992 -1.4015  0.2625
H6 0.0030 0.4260 -2.6182  0.2647

Results
- ΔE to the lowest compared entry with this formula, charge and spin (kcal per mole) = 105.7
- E_HOMO (Ha) = -0.380
- 2S+1 = 1
- max |F| (eV Å⁻¹) = 4.5
- total energy (Eh) = -569.01839
- LUMO level (Ha) = -0.0060

=====

3.
# C21H21GaI2N7OSSe

C21H21GaI2N7OSSe as an isolated structure (ωB97M-V/def2-TZVPD, the OMol25 dataset).

Each line ends with the Löwdin charge.
Atoms and positions in Å:
Ga1 -0.3511 0.2341 -0.0437  0.1096
I1 4.4355 -3.5049 4.3323  0.8948
C1 3.3989 -2.4499 2.8643  -0.7406
C2 3.9860 -1.3437 2.2620  -0.2086
C3 3.2931 -0.6486 1.2839  -0.6167
I2 4.1168 1.0498 0.4047  1.0154
C4 2.0217 -1.0556 0.8725  -0.4035
O1 1.3837 -0.4386 -0.1109  -0.1907
C5 1.4298 -2.1455 1.5237  -0.1783
C6 0.0151 -2.4798 1.1534  -0.1015
N1 -0.8587 -1.2771 1.3325  -0.0914
C7 -0.8330 -0.7461 2.7126  -0.0959
C8 -0.5172 0.7319 2.7825  -0.2418
C9 -0.6335 1.4437 3.9647  0.0171
C10 -0.2749 2.7794 3.9777  -0.0095
C11 0.1968 3.3751 2.8143  -0.0121
C12 0.2701 2.6120 1.6717  -0.0654
N2 -0.0840 1.3194 1.6686  0.0376
C13 2.1174 -2.8403 2.5095  -0.1158
H1 4.9751 -1.0216 2.5539  0.0860
H2 -0.3592 -3.3019 1.7676  0.1352
H3 -0.0578 -2.7683 0.1022  0.1312
H4 -1.8187 -1.5099 1.0869  0.0707
H5 -0.0438 -1.2661 3.2602  0.1401
H6 -1.7753 -0.9457 3.2239  0.1432
H7 -0.9912 0.9507 4.8578  0.1315
H8 -0.3600 3.3543 4.8893  0.1244
H9 0.4960 4.4120 2.7927  0.1218
H10 0.6271 3.0146 0.7321  0.1293
H11 1.6493 -3.6861 2.9977  0.1040
C14 -3.9844 -1.3153 -4.1566  0.0123
C15 -3.9891 -0.3322 -3.0502  -0.3301
N3 -4.4851 0.8655 -3.0871  0.1552
N4 -4.2231 1.3836 -1.8565  0.0541
C16 -3.5537 0.5556 -1.0590  -0.7838
S1 -2.9457 0.8435 0.4927  0.7186
N5 -3.4198 -0.5660 -1.8131  -0.1171
N6 -2.7833 -1.7242 -1.3525  0.1274
H12 -4.3957 -0.8409 -5.0427  0.0968
H13 -4.5896 -2.1888 -3.9127  0.0942
H14 -2.9668 -1.6403 -4.3785  0.0890
H15 -4.4855 2.3329 -1.6364  0.1716
H16 -3.4946 -2.3876 -1.0476  0.1249
H17 -2.2458 -2.1298 -2.1150  0.1054
Se1 -0.5530 0.9742 -2.2655  0.8395
C17 1.3181 1.2157 -2.6524  -0.6108
C18 1.8507 2.4935 -2.6355  -0.1228
C19 3.1868 2.6493 -2.9821  -0.1660
N7 3.9810 1.6425 -3.3254  0.0630
C20 3.4496 0.4235 -3.3362  -0.1557
C21 2.1279 0.1536 -3.0128  -0.1141
H18 1.2461 3.3523 -2.3762  0.0990
H19 3.6341 3.6358 -2.9859  0.1104
H20 4.1140 -0.3847 -3.6168  0.1125
H21 1.7526 -0.8593 -3.0363  0.1063

Results
- ΔE to the lowest compared entry with this formula, charge and spin (kcal per mole) = 0.0
- E_HOMO (Ha) = -0.381
- 2S+1 = 1
- max |F| (eV Å⁻¹) = 0.6
- total charge = +1
- total energy (Eh) = -6591.05633
- LUMO level (Ha) = -0.1051

=====

4.
# CH7NS2

A 2-piece molecular cluster, CH7NS2 overall in a non-equilibrium geometry (ωB97M-V/def2-TZVPD, the OMol25 dataset).

Each line ends with the natural charge from an NBO analysis.
Atoms and positions in Å:
S1 2.7790 -0.5571 0.3444  -0.1361
S2 2.3037 0.1405 -1.5442  -0.1262
H1 1.7117 -1.3456 0.4991  0.1390
H2 1.5845 1.1886 -1.1169  0.1230
C1 -0.9929 0.4951 0.5512  -0.4247
N1 -1.2229 -0.7504 -0.1227  -0.8558
H3 -1.7545 0.7836 1.2759  0.1883
H4 -1.0583 1.3823 -0.0874  0.1827
H5 -0.0499 0.5545 1.1007  0.1797
H6 -1.2770 -0.6379 -1.1212  0.3656
H7 -2.0235 -1.2536 0.2211  0.3645

Results
- ΔE to the lowest compared entry with this formula, charge and spin (kcal per mole) = 12.9
- SMILES string = CN.SS
- E_HOMO (Ha) = -0.343
- 2S+1 = 1
- max |F| (eV Å⁻¹) = 1.6
- total energy (Eh) = -893.40006
- LUMO level (Ha) = 0.0156